(1)
2 unconnected molecules or ions with the total composition C11H15N2O7P. Source: the Open Molecules 2025 dataset; level of theory: ωB97M-V/def2-TZVPD.

Positions of all 36 atoms, in Å:
N  -1.3006  -0.2575  -1.8473
C  -0.2487  -1.2510  -1.9551
C  0.9595  -0.9072  -2.8780
O  0.6016  0.2201  -3.6557
C  2.2563  -0.6589  -2.0611
C  2.3347  0.7216  -1.5254
C  2.1545  1.2164  -0.2979
P  1.8232  0.2880  1.2061
O  1.1420  -0.9873  0.9632
O  1.0625  1.2809  2.1728
O  3.2530  0.2105  1.9045
C  2.2993  2.7054  -0.3765
O  2.0387  3.5468  0.4112
O  2.7957  3.0088  -1.6383
C  2.6915  1.8832  -2.4193
O  2.8920  1.9044  -3.5891
H  -1.7957  -0.1529  -2.7227
H  -0.9346  0.6519  -1.5963
H  -0.7008  -2.1739  -2.3253
H  0.1244  -1.4649  -0.9525
H  1.1606  -1.7623  -3.5331
H  1.3026  0.4153  -4.2885
H  3.1375  -0.8365  -2.6859
H  2.2687  -1.3775  -1.2384
H  0.2001  0.9326  2.4377
H  3.9851  0.1886  1.2784
C  -3.7365  -1.1281  4.2314
C  -4.6311  -0.3509  3.4452
C  -4.0204  -0.1176  2.2418
N  -2.7936  -0.7210  2.2735
C  -2.6124  -1.3424  3.4791
H  -3.9023  -1.4912  5.2319
H  -5.6106  -0.0056  3.7308
H  -4.3522  0.4220  1.3716
H  -2.1360  -0.7244  1.5127
H  -1.7077  -1.8851  3.6945

Values from the calculation:
- SMILES = NC[C@@H](O)CC1=C(P(=O)(O)O)C(=O)OC1=O.c1cc[nH]c1
- gap between HOMO and LUMO (eV) = 6.78
- total energy (hartree) = -1405.8134

***

(2)
2 unconnected molecules or ions with the total composition C3H8NO. Source: the Open Molecules 2025 dataset; level of theory: ωB97M-V/def2-TZVPD.

Positions of all 13 atoms, in Å:
C  -2.4869  0.5395  0.5936
N  -2.3288  -0.2192  -0.4148
H  -1.6031  0.8758  1.1240
H  -3.4212  1.0829  0.7130
H  -3.0520  -0.2805  -1.1192
H  -1.3906  -0.6763  -0.4931
O  0.2590  -0.3771  -0.2229
C  1.4058  -0.7091  0.0203
C  2.5549  0.2555  -0.0179
H  1.6445  -1.7821  0.1364
H  3.3259  -0.1455  0.6254
H  2.9046  0.1699  -1.0547
H  2.1880  1.2661  0.1099

Values from the calculation:
- total charge = +1
- relative energy (zero: lowest compared OMol25 entry of this formula, charge and spin) (kJ/mol) = 55.6
- gap between HOMO and LUMO (eV) = 9.34
- total energy (hartree) = -248.8147